72
Properties=species:S:1:pos:R:3 method="wB97M-V/def2-TZVPD" total_charge=+2 fmax_ev_per_a=3.02 energy_ha=-1894.37625 e_homo_ev="-11.20 / -13.69" de_lowest_kcal_mol=0.00 homo_lumo_gap_ev="6.8 / 4.9" spin_multiplicity=6
P 2.856 -0.566 -3.333
P -0.418 -1.620 -3.476
C 2.235 -1.826 -4.533
C 0.753 -1.640 -4.920
H 2.389 -2.803 -4.048
H 2.876 -1.752 -5.424
H 0.599 -0.686 -5.449
H 0.423 -2.469 -5.564
C -0.395 -3.408 -3.047
H -1.119 -3.591 -2.239
H 0.606 -3.710 -2.702
H -0.677 -3.997 -3.930
C -2.036 -1.530 -4.319
H -2.168 -2.397 -4.979
H -2.112 -0.602 -4.902
H -2.831 -1.528 -3.562
C 4.633 -0.927 -3.174
H 5.081 -0.192 -2.491
H 5.129 -0.865 -4.153
H 4.774 -1.929 -2.745
C 2.870 0.928 -4.386
H 1.854 1.162 -4.735
H 3.528 0.762 -5.248
H 3.248 1.778 -3.801
Ir 0.040 0.880 1.225
C -1.137 0.366 -0.450
C -0.664 -0.881 0.088
C 0.498 -1.676 -0.413
C 1.858 -1.313 0.199
C 1.929 0.140 0.586
C 1.622 1.201 -0.317
C 0.968 1.080 -1.653
C -0.567 1.039 -1.652
C 0.736 2.627 1.941
H -2.209 0.553 -0.343
H -1.392 -1.470 0.653
H 0.570 -1.559 -1.514
H 0.307 -2.749 -0.259
H 2.011 -1.936 1.091
H 2.659 -1.544 -0.517
H 2.654 0.399 1.367
H 2.223 2.110 -0.184
H 1.298 0.125 -2.124
H 1.299 1.894 -2.314
H -0.954 2.065 -1.692
H -0.924 0.533 -2.564
H -0.094 3.301 2.176
H 1.412 3.119 1.238
H 1.306 2.416 2.864
C -5.155 -0.370 3.492
C -4.600 -0.443 2.210
C -3.260 -0.152 1.997
C -2.407 0.261 3.053
C -2.970 0.222 4.361
C -4.325 -0.027 4.566
N -1.115 0.777 2.906
C -0.611 1.434 4.063
C -1.166 2.689 4.432
C -0.836 3.274 5.648
C 0.032 2.609 6.526
C 0.610 1.393 6.159
C 0.340 0.821 4.921
H -6.209 -0.594 3.651
H -5.208 -0.732 1.361
H -2.871 -0.229 0.991
H -2.340 0.443 5.228
H -4.725 0.042 5.579
H -1.841 3.187 3.733
H -1.263 4.242 5.910
H 0.262 3.062 7.494
H 1.290 0.887 6.849
H 0.822 -0.107 4.596